(1)
{"formula": "C26H43NO18", "method": "ωB97M-V/def2-TZVPD", "species": ["C", "C", "C", "O", "C", "O", "O", "H", "H", "H", "H", "H", "H", "C", "C", "C", "O", "C", "O", "O", "H", "H", "H", "H", "H", "H", "C", "C", "C", "O", "C", "O", "O", "H", "H", "H", "H", "H", "H", "C", "C", "C", "O", "C", "O", "O", "H", "H", "H", "H", "H", "H", "C", "O", "C", "O", "O", "C", "H", "H", "H", "H", "H", "H", "C", "O", "C", "O", "O", "C", "H", "H", "H", "H", "H", "H", "C", "C", "C", "C", "N", "H", "H", "H", "H", "H", "H", "H"], "xyz": [[4.983, 1.220, 1.711], [3.881, 2.244, 1.379], [3.223, 2.750, 2.639], [3.432, 4.125, 2.595], [4.156, 4.473, 1.562], [4.544, 5.615, 1.372], [4.334, 3.443, 0.795], [5.650, 1.058, 0.834], [4.515, 0.301, 1.997], [5.607, 1.526, 2.575], [3.132, 1.832, 0.765], [3.557, 2.312, 3.578], [2.225, 2.419, 2.554], [-2.266, 0.405, -1.200], [-3.469, 1.213, -0.593], [-3.618, 1.104, 0.932], [-4.085, 2.388, 1.301], [-3.720, 3.237, 0.375], [-3.741, 4.469, 0.487], [-3.349, 2.583, -0.742], [-2.535, -0.650, -1.316], [-1.410, 0.462, -0.472], [-1.988, 0.786, -2.143], [-4.421, 0.858, -1.033], [-2.660, 1.039, 1.428], [-4.332, 0.302, 1.202], [0.503, -1.933, 0.467], [0.736, -0.651, 1.228], [-0.203, -0.511, 2.415], [0.679, -0.198, 3.496], [1.880, -0.310, 3.119], [2.780, -0.139, 3.945], [1.987, -0.680, 1.837], [0.932, -2.808, 0.962], [1.116, -1.768, -0.441], [-0.469, -2.089, 0.123], [0.652, 0.207, 0.468], [-0.694, -1.437, 2.740], [-0.985, 0.230, 2.323], [-0.568, -3.202, -5.808], [-0.186, -2.862, -4.365], [-1.323, -2.125, -3.601], [-1.283, -2.781, -2.366], [-0.495, -3.886, -2.394], [-0.282, -4.668, -1.410], [-0.037, -4.049, -3.566], [0.156, -3.833, -6.269], [-0.626, -2.338, -6.479], [-1.461, -3.762, -5.854], [0.717, -2.229, -4.340], [-2.269, -2.442, -4.000], [-1.287, -1.052, -3.437], [-1.537, 3.127, 3.617], [-0.582, 2.572, 2.722], [-0.356, 3.317, 1.574], [-0.753, 4.647, 1.520], [0.297, 2.730, 0.542], [0.525, 3.375, -0.698], [-2.395, 3.496, 3.064], [-1.146, 3.918, 4.214], [-1.922, 2.334, 4.211], [-0.141, 4.251, -0.777], [0.157, 2.739, -1.465], [1.533, 3.591, -0.902], [-3.618, -1.644, 3.805], [-4.231, -2.484, 2.881], [-3.780, -2.510, 1.569], [-2.685, -1.721, 1.124], [-4.465, -3.290, 0.697], [-3.873, -3.292, -0.594], [-3.639, -0.641, 3.420], [-2.571, -2.017, 3.968], [-4.210, -1.538, 4.638], [-3.967, -2.355, -1.163], [-4.358, -4.155, -1.032], [-2.798, -3.529, -0.499], [3.247, -2.318, -2.471], [3.950, -0.968, -2.646], [3.348, 0.199, -1.818], [1.968, 0.377, -2.298], [0.819, 0.373, -2.613], [3.733, -3.082, -3.012], [2.257, -2.332, -2.816], [3.234, -2.585, -1.404], [4.061, -0.621, -3.668], [4.962, -1.162, -2.359], [3.890, 1.140, -1.887], [3.431, -0.144, -0.817]], "homo_lumo_gap_ev": 10.5273, "homo_energy_ev": -10.3, "e_above_lowest_ev": 0.265, "smiles": "C[C@H]1COC(=O)O1.C[C@H]1COC(=O)O1.C[C@H]1COC(=O)O1.C[C@H]1COC(=O)O1.COC(=O)OC.COC(=O)OC.CCCC#N"}



(2)
{"formula": "C26H43O15S2", "method": "ωB97M-V/def2-TZVPD", "species": ["C", "C", "C", "S", "C", "C", "C", "S", "H", "H", "H", "H", "H", "H", "H", "H", "H", "H", "H", "H", "H", "C", "C", "C", "O", "C", "O", "O", "H", "H", "H", "H", "H", "H", "C", "C", "C", "O", "C", "O", "O", "H", "H", "H", "H", "H", "H", "C", "C", "C", "O", "C", "O", "O", "H", "H", "H", "H", "H", "H", "C", "C", "C", "O", "C", "O", "O", "H", "H", "H", "H", "H", "H", "C", "C", "C", "O", "C", "O", "O", "H", "H", "H", "H", "H", "H"], "xyz": [[1.537, -2.002, 1.468], [1.723, -0.849, 0.711], [1.392, -0.732, -0.830], [2.955, -0.234, -1.725], [3.726, -1.745, -2.524], [4.379, -2.661, -1.399], [3.421, -3.875, -0.979], [3.046, -5.033, -2.386], [0.598, -2.603, 1.490], [2.415, -2.381, 2.058], [2.164, 0.082, 1.164], [0.679, 0.124, -0.992], [0.935, -1.660, -1.255], [2.619, 0.617, -2.774], [2.881, -2.258, -3.065], [4.466, -1.428, -3.308], [5.334, -3.057, -1.840], [4.552, -2.079, -0.453], [3.885, -4.404, -0.102], [2.441, -3.409, -0.693], [1.758, -4.676, -2.768], [7.520, 4.462, -1.836], [6.721, 3.613, -2.799], [5.295, 3.407, -2.378], [4.987, 2.138, -2.966], [6.161, 1.457, -3.060], [6.234, 0.289, -3.308], [7.218, 2.267, -2.834], [8.539, 4.596, -2.206], [7.065, 5.444, -1.702], [7.603, 3.973, -0.862], [6.786, 4.026, -3.810], [4.631, 4.182, -2.758], [5.167, 3.329, -1.295], [-0.715, -2.118, -6.370], [-0.699, -1.965, -4.865], [-1.336, -3.107, -4.135], [-1.803, -2.483, -2.941], [-2.037, -1.178, -3.249], [-2.625, -0.419, -2.546], [-1.505, -0.857, -4.458], [-0.213, -1.272, -6.843], [-0.214, -3.037, -6.679], [-1.738, -2.126, -6.749], [0.324, -1.790, -4.510], [-0.622, -3.898, -3.906], [-2.192, -3.541, -4.659], [1.366, 3.567, 0.449], [2.267, 4.640, 1.020], [1.692, 6.026, 0.921], [2.864, 6.837, 0.846], [3.838, 6.070, 0.293], [4.878, 6.485, -0.107], [3.468, 4.760, 0.252], [1.825, 2.582, 0.572], [0.394, 3.562, 0.945], [1.217, 3.713, -0.624], [2.545, 4.393, 2.049], [1.092, 6.293, 1.791], [1.099, 6.188, 0.016], [-4.914, -1.422, -0.707], [-4.884, -1.263, 0.796], [-5.525, -2.401, 1.538], [-5.982, -1.770, 2.735], [-6.207, -0.460, 2.423], [-6.789, 0.309, 3.124], [-5.683, -0.152, 1.208], [-4.414, -0.581, -1.185], [-4.418, -2.343, -1.018], [-5.941, -1.428, -1.080], [-3.858, -1.089, 1.138], [-4.820, -3.199, 1.768], [-6.388, -2.827, 1.019], [-8.027, -1.577, 6.622], [-6.823, -0.968, 7.304], [-5.542, -1.154, 6.543], [-4.565, -1.157, 7.583], [-5.190, -1.608, 8.706], [-4.627, -1.933, 9.702], [-6.538, -1.640, 8.534], [-8.930, -1.389, 7.207], [-8.167, -1.161, 5.623], [-7.925, -2.662, 6.545], [-7.008, 0.087, 7.527], [-5.356, -0.344, 5.838], [-5.485, -2.109, 6.011]], "homo_lumo_gap_ev": 7.9664, "homo_energy_ev": -11.8, "charge": 1}



(3)
{"formula": "C26H44Al2BClLi2N4O11PS", "method": "ωB97M-V/def2-TZVPD", "species": ["C", "C", "C", "N", "B", "N", "O", "C", "S", "C", "C", "C", "C", "C", "C", "O", "C", "C", "C", "C", "C", "C", "C", "H", "H", "H", "H", "H", "H", "H", "H", "H", "H", "H", "H", "H", "H", "H", "H", "H", "H", "H", "H", "H", "H", "H", "H", "Cl", "C", "C", "C", "O", "C", "N", "H", "H", "H", "H", "H", "H", "H", "H", "H", "H", "H", "Li", "C", "C", "C", "C", "N", "H", "H", "H", "H", "H", "H", "H", "C", "O", "O", "O", "Li", "O", "P", "O", "O", "O", "Al", "Al", "O", "H", "H"], "xyz": [[0.751, -0.763, 3.519], [1.662, -1.070, 2.351], [2.674, -0.198, 2.046], [3.552, -0.428, 1.047], [4.698, 0.565, 0.836], [6.050, 0.064, 1.019], [4.365, 1.847, 0.541], [3.415, -1.526, 0.281], [4.509, -1.877, -1.030], [2.414, -2.476, 0.537], [2.438, -3.689, -0.372], [1.517, -2.249, 1.596], [0.451, -3.253, 1.950], [-1.008, -2.799, 1.677], [-1.865, -4.023, 1.289], [-1.073, -1.735, 0.703], [-2.382, -1.291, 0.513], [-2.487, 0.168, 0.064], [-1.437, 0.907, -0.462], [-1.659, 2.234, -0.838], [-2.914, 2.846, -0.693], [-3.992, 2.102, -0.175], [-3.764, 0.792, 0.192], [-0.280, -1.052, 3.351], [0.800, 0.308, 3.718], [1.172, -1.238, 4.409], [2.842, 0.705, 2.621], [6.511, 0.500, 1.818], [6.655, 0.291, 0.230], [4.945, 2.457, 1.016], [4.729, -0.702, -1.658], [1.464, -4.187, -0.436], [2.709, -3.408, -1.396], [3.246, -4.383, -0.003], [0.614, -4.236, 1.519], [0.522, -3.400, 3.033], [-1.420, -2.421, 2.618], [-1.822, -4.224, 0.216], [-1.515, -4.872, 1.877], [-2.887, -3.869, 1.635], [-2.904, -1.930, -0.265], [-2.958, -1.350, 1.442], [-0.464, 0.452, -0.593], [-0.864, 2.842, -1.251], [-3.106, 3.875, -0.964], [-4.982, 2.515, -0.042], [-4.609, 0.217, 0.586], [-1.776, 3.466, 1.526], [2.672, 2.229, -2.473], [2.423, 3.596, -3.095], [3.189, 4.753, -2.436], [2.662, 5.227, -1.218], [3.020, 4.547, -0.024], [0.965, 3.836, -3.089], [2.161, 2.114, -1.516], [2.306, 1.441, -3.135], [3.737, 2.068, -2.317], [2.765, 3.547, -4.133], [3.130, 5.611, -3.112], [4.251, 4.506, -2.333], [4.040, 4.166, -0.071], [2.323, 3.737, 0.201], [2.955, 5.276, 0.782], [0.797, 4.713, -3.557], [0.687, 4.039, -2.128], [-0.313, 5.058, -4.531], [-8.069, -2.711, 1.414], [-7.156, -3.367, 0.384], [-6.507, -4.660, 0.890], [-5.671, -4.378, 2.060], [-4.993, -4.164, 2.962], [-7.518, -2.417, 2.309], [-8.529, -1.812, 1.004], [-8.867, -3.390, 1.713], [-6.368, -2.650, 0.104], [-7.734, -3.590, -0.515], [-5.875, -5.104, 0.118], [-7.269, -5.392, 1.158], [-1.536, 5.018, -0.888], [-0.665, 4.488, -0.206], [-2.483, 5.695, -0.414], [-1.619, 4.969, -2.150], [-4.097, -1.041, -1.291], [7.243, -4.194, -2.092], [7.945, -3.056, -2.837], [8.667, -2.139, -1.856], [6.871, -2.246, -3.569], [8.990, -3.612, -3.789], [3.321, -6.093, -0.892], [-3.412, -1.724, -3.928], [-3.968, 5.180, 2.260], [-3.499, 4.681, 2.937], [-3.311, 5.326, 1.572]], "homo_lumo_gap_ev": 1.1899, "homo_energy_ev": -13.1, "charge": 3}